# 1
Computed, not measured: 2 unconnected molecules or ions with the total composition C5H14NO2 in a non-equilibrium geometry, with the ωB97M-V functional and the def2-TZVPD basis.

Energy relative to the best compared isomer or geometry (same formula, charge and spin)   1.9816 eV
Largest force on an atom   4.60 eV/A
Spin multiplicity   1
E_HOMO   -2.44 eV
Charge   -1

Geometry as XYZ:
```
22
Properties=species:S:1:pos:R:3:forces:R:3
C -2.21327 -0.66603 0.78720 -0.675 4.173 -0.467
O -2.53376 -1.75078 0.25627 -0.651 -4.378 -0.928
C -1.22734 0.10970 -0.19762 0.643 -0.749 0.172
C 0.03096 -0.80537 -0.42607 -1.866 0.038 -4.206
C 0.82976 -1.03436 0.78031 1.196 1.164 0.774
C 0.80165 0.01097 -1.55455 0.173 1.567 1.649
N -0.71067 1.44898 0.19525 -1.783 1.269 1.385
H -3.19294 -0.00402 0.89582 1.038 0.386 0.312
H -1.74062 -0.62156 1.81464 0.140 -0.082 0.143
H -1.69405 0.23027 -1.22091 0.121 -0.139 1.175
H -0.31336 -1.80971 -0.98009 0.482 2.123 1.687
H 0.27264 -1.20418 1.68884 -0.417 -0.234 0.107
H 1.49149 -1.86119 0.61624 0.665 -0.456 0.113
H 1.43752 -0.11018 0.94400 -0.371 -1.158 0.310
H 0.32159 -0.06933 -2.49665 -0.100 -0.933 -1.165
H 1.89007 -0.12964 -1.56780 -0.212 -0.521 -0.512
H 0.66633 1.14266 -1.41110 0.399 -1.606 0.357
H -0.51189 1.48282 1.23374 -0.586 -0.244 -1.372
H -1.54126 2.09641 0.05088 1.479 -0.848 0.525
H 3.01157 0.69806 -0.26268 0.070 -2.147 -2.013
H 2.00033 1.48451 0.49887 -1.057 0.214 -0.167
O 2.92526 1.36197 0.35541 1.311 2.561 2.120
```
Positions in Å, forces in eV/Å.

Löwdin population analysis, charges in e, atoms 1 to 8: -0.617, -0.268, -0.372, -0.387, -0.101, -0.115, -0.023, 0.081

---

# 2
Computed, not measured: 2 unconnected molecules or ions with the total composition C5H14NO2 in a non-equilibrium geometry, with the ωB97M-V functional and the def2-TZVPD basis.

Energy relative to the best compared isomer or geometry (same formula, charge and spin)   2.3714 eV
Largest force on an atom   4.59 eV/A
Spin multiplicity   1
E_HOMO   -2.56 eV
Charge   -1

Geometry as XYZ:
```
22
Properties=species:S:1:pos:R:3:forces:R:3
C 0.90050 -1.87105 -0.26059 1.476 2.827 -0.434
O 2.16019 -1.80587 -0.67564 1.788 -0.887 -0.992
C 0.63894 -0.22763 0.20125 -2.089 -3.985 0.823
C -0.65455 0.18730 -0.44805 -1.758 1.796 2.287
C -1.31632 1.44087 0.27021 0.228 1.599 0.408
C -2.84312 1.38078 0.58531 1.394 -2.944 1.693
N 0.61997 -0.11102 1.69270 -2.904 -1.887 -1.611
H 0.81402 -2.61811 0.50697 -0.729 -0.270 1.637
H 0.26179 -2.22388 -1.06724 -1.249 0.336 -0.494
H 1.41059 0.10304 -0.40967 1.963 1.209 0.242
H -1.35722 -0.57708 -0.19045 -0.691 -0.863 -0.122
H -0.61322 0.22846 -1.52174 0.240 0.226 -0.429
H -1.20268 2.42665 -0.20374 0.338 -0.328 -0.769
H -0.73940 1.65568 1.20587 -0.667 -0.790 -0.541
H -3.17326 1.75951 1.57291 0.263 0.679 -0.814
H -3.05727 0.29661 0.74736 0.023 0.354 -0.143
H -3.44541 1.60658 -0.24265 -0.972 0.952 -0.970
H 0.19588 -0.99272 2.11119 1.281 1.727 -0.739
H 1.37853 0.23571 2.17848 1.897 0.377 0.724
H 2.86522 -0.90374 -2.08021 0.680 -0.127 0.380
H 3.54761 0.28638 -1.64021 -0.031 2.824 3.450
O 3.60919 -0.27647 -2.33208 -0.478 -2.826 -3.587
```
Positions in Å, forces in eV/Å.

Löwdin population analysis, charges in e, atoms 1 to 8: -0.418, -0.359, -0.309, -0.187, -0.256, -0.133, 0.024, 0.056

---

# 3
Computed, not measured: 2 unconnected molecules or ions with the total composition C5H14NO2 in a non-equilibrium geometry, with the ωB97M-V functional and the def2-TZVPD basis.

Energy relative to the best compared isomer or geometry (same formula, charge and spin)   4.3367 eV
Largest force on an atom   4.28 eV/A
Spin multiplicity   1
E_HOMO   -12.69 eV
Charge   +1

Geometry as XYZ:
```
22
Properties=species:S:1:pos:R:3:forces:R:3
C 1.77608 0.12538 -1.21526 -1.196 0.084 0.265
C -0.34100 1.69260 -0.19450 -0.228 0.299 -0.318
C -1.53035 -1.22333 -0.80971 3.313 1.656 2.152
C 1.31797 0.04849 0.24543 -0.919 -2.072 -0.833
C -0.17551 0.29199 0.27222 -0.633 -2.115 -0.377
N -0.63225 -0.15329 1.67227 -2.686 1.484 -0.928
O -2.58671 -1.19595 -0.00740 -2.719 1.334 -0.917
O 1.50181 -1.26015 0.79173 2.228 -1.181 -0.074
H 2.24586 1.11902 -1.37026 0.166 -1.059 -0.468
H 0.80558 0.05603 -1.79274 1.483 0.018 0.057
H 2.33855 -0.80258 -1.40330 0.320 0.881 -0.340
H -1.35172 1.98831 -0.18907 -1.558 0.236 -0.848
H 0.06246 2.51217 0.38109 0.901 -0.067 0.812
H 0.17105 1.76230 -1.18018 -1.041 0.162 0.612
H -1.40232 -0.65611 -1.70122 -0.805 0.075 -0.760
H -0.91942 -2.11987 -0.68273 -0.243 0.269 -0.152
H 1.74834 0.75996 0.90164 0.978 0.923 0.606
H -1.71087 -0.31630 1.82679 2.531 0.019 -0.914
H -0.37319 0.54537 2.34398 0.357 0.371 0.796
H -0.07030 -0.97950 1.77608 0.282 -1.021 0.610
H -3.33052 -0.57852 -0.35069 1.821 -1.418 0.729
H 2.45648 -1.61601 0.68583 -2.352 1.123 0.288
```
Positions in Å, forces in eV/Å.

Löwdin population analysis, charges in e, atoms 1 to 8: -0.013, -0.056, -0.015, -0.425, -0.294, 0.202, -0.038, -0.080

---

# 4
Computed, not measured: 2 unconnected molecules or ions with the total composition C5H14NO2 in a non-equilibrium geometry, with the ωB97M-V functional and the def2-TZVPD basis.

Energy relative to the best compared isomer or geometry (same formula, charge and spin)   2.9338 eV
Largest force on an atom   4.72 eV/A
Spin multiplicity   1
E_HOMO   -14.15 eV
Charge   +1

Geometry as XYZ:
```
22
Properties=species:S:1:pos:R:3:forces:R:3
O -0.66468 0.19617 -3.48439 -0.778 -0.765 -1.654
C -0.08826 -0.36180 -2.61235 0.513 1.519 1.866
C 0.45011 0.66767 -1.49874 -1.355 -4.230 1.590
C 0.17137 -0.13974 -0.15674 1.577 -0.230 1.007
C 0.67142 0.46196 1.18977 0.224 1.562 -0.292
C -1.29409 -0.52379 0.16901 0.427 1.014 1.220
N -0.28344 1.90554 -1.64763 -0.107 3.506 -0.808
H 0.02780 -1.47280 -2.39793 -0.033 1.069 -0.579
H 1.46113 0.88634 -1.75553 0.973 0.051 0.392
H 0.81187 -1.09443 -0.22203 -1.129 1.272 -0.537
H -0.10546 0.35719 1.94882 0.532 -0.507 0.139
H 0.84437 1.55392 1.20967 -0.230 -0.104 -0.573
H 1.63888 0.09306 1.49394 0.022 -0.540 0.277
H -1.18430 -1.35826 0.90877 -0.634 0.432 -1.034
H -1.95683 -0.66190 -0.65821 -0.345 -0.868 -0.587
H -1.77271 0.30419 0.77030 0.488 -0.644 -0.636
H 0.27632 2.74720 -1.38110 -0.295 -0.908 0.577
H -0.32695 2.10243 -2.65830 -0.601 -0.584 -0.337
H -1.24573 2.09998 -1.28816 0.775 -1.078 0.029
H 1.43662 -2.34339 4.31611 2.821 1.025 1.619
H 0.33283 -3.09187 4.10068 -0.315 0.965 -1.481
O 0.79973 -2.32767 3.65406 -2.529 -1.956 -0.200
```
Positions in Å, forces in eV/Å.

Löwdin population analysis, charges in e, atoms 1 to 8: 0.092, -0.154, -0.210, -0.354, -0.073, -0.069, 0.206, 0.169

---

# 5
Computed, not measured: 3 unconnected molecules or ions with the total composition C5H14NO2 in a non-equilibrium geometry, with the ωB97M-V functional and the def2-TZVPD basis.

Energy relative to the best compared isomer or geometry (same formula, charge and spin)   4.8287 eV
Largest force on an atom   6.05 eV/A
Spin multiplicity   1
E_HOMO   -13.24 eV
Charge   +1

Geometry as XYZ:
```
22
Properties=species:S:1:pos:R:3:forces:R:3
C 0.67710 0.14291 -2.23914 0.546 -0.026 -0.549
C -0.33018 0.76079 -1.21953 0.549 0.000 -0.493
C -0.48300 0.17336 0.19106 -1.076 0.170 -2.953
C -1.58663 0.36682 0.87794 -3.494 -0.316 2.589
C 1.90209 -0.62252 0.54947 -0.877 1.099 0.185
N 0.54927 -0.56703 0.75858 5.566 -1.488 1.845
H 0.81236 0.71442 -3.23107 -0.527 -0.559 1.789
H 1.65329 0.14699 -1.73678 -0.218 0.036 -0.937
H 0.49988 -0.92478 -2.54996 -0.235 1.018 0.571
H -0.09894 1.78566 -0.96532 0.864 0.533 -0.391
H -1.27045 0.93800 -1.72729 -0.609 -0.663 0.357
H -2.66712 0.81663 0.70361 3.203 -1.313 -1.091
H -1.64276 0.14852 1.96882 0.626 -0.417 -0.729
H 2.64256 -1.15964 1.30358 -2.348 1.046 -1.709
H 2.45082 -0.06048 -0.33579 -1.645 -1.155 2.231
H 0.30000 -1.21463 1.55987 0.091 1.200 -1.102
H -2.28301 3.53020 0.84196 -0.069 -1.004 0.308
H -3.26501 2.70769 1.59033 -2.720 0.278 1.632
O -2.46779 2.61069 1.15294 2.450 2.301 -1.577
H 0.80569 -3.53681 0.61363 -3.166 -2.620 -1.420
H 2.26027 -3.64088 0.99356 3.054 -3.030 0.332
O 1.54154 -3.11592 0.89953 0.036 4.909 1.113
```
Positions in Å, forces in eV/Å.

Löwdin population analysis, charges in e, atoms 1 to 8: -0.091, -0.164, -0.328, 0.076, 0.175, 0.061, 0.112, 0.008